Below is 4 unconnected molecules or ions with the total composition C55H54ClO7P at a distorted geometry, with properties calculated with ωB97M-V/def2-TZVPD.

Summary:
calculated total energy	-94050.52182	eV
HOMO level	-9.78	eV

The geometry in ORCA input format:
```
! RIJCOSX wB97M-V def2-TZVPD def2/J DEFGRID3
* xyz 0 1
O 4.8134 -3.6988 2.9314
C 4.2849 -4.8029 2.9751
C 2.9248 -4.9602 3.5297
C 2.2287 -3.8344 3.9888
C 0.9283 -3.9692 4.4771
C 0.3200 -5.2238 4.5073
C 1.0183 -6.3492 4.0668
C 2.3256 -6.2180 3.5828
C 3.0630 -7.4165 3.1356
O 2.5567 -8.5284 3.2334
C 4.4143 -7.2571 2.5631
C 5.1085 -8.3837 2.1024
C 6.3725 -8.2388 1.5287
C 6.9455 -6.9727 1.4130
C 6.2614 -5.8502 1.8848
C 4.9948 -5.9934 2.4662
H 2.6952 -2.8511 3.9631
H 0.3875 -3.0934 4.8290
H -0.6981 -5.3269 4.8761
H 0.5389 -7.3262 4.0981
H 4.6654 -9.3748 2.1848
H 6.9082 -9.1142 1.1679
H 7.9266 -6.8586 0.9572
H 6.7173 -4.8656 1.7935
O -1.1593 9.7798 -4.4946
C -1.0224 8.6045 -4.8108
C -0.3048 8.2416 -6.0499
C 0.2400 9.2494 -6.8562
C 0.9537 8.9128 -8.0073
C 1.1266 7.5734 -8.3553
C 0.5696 6.5685 -7.5628
C -0.1529 6.9035 -6.4112
C -0.7537 5.8346 -5.5887
O -0.6670 4.6623 -5.9357
C -1.4537 6.1958 -4.3402
C -1.9962 5.1865 -3.5336
C -2.6301 5.5159 -2.3347
C -2.7237 6.8496 -1.9381
C -2.1964 7.8581 -2.7475
C -1.5644 7.5308 -3.9543
H 0.1138 10.2969 -6.5879
H 1.3800 9.6964 -8.6299
H 1.6937 7.3106 -9.2456
H 0.7042 5.5252 -7.8435
H -1.9226 4.1427 -3.8344
H -3.0472 4.7306 -1.7079
H -3.2094 7.1056 -0.9989
H -2.2765 8.8972 -2.4321
O -10.6622 -3.9608 0.5410
C -9.4613 -3.8599 0.7600
C -8.8693 -2.5486 1.0948
C -9.6922 -1.4182 1.1824
C -9.1467 -0.1836 1.5374
C -7.7827 -0.0741 1.8066
C -6.9582 -1.1955 1.7027
C -7.5015 -2.4339 1.3400
C -6.6187 -3.6108 1.2152
O -5.4090 -3.4985 1.3770
C -7.2129 -4.9249 0.9001
C -6.3888 -6.0550 0.8149
C -6.9458 -7.3072 0.5509
C -8.3230 -7.4348 0.3721
C -9.1443 -6.3075 0.4423
C -8.5872 -5.0484 0.7016
H -10.7588 -1.4973 0.9791
H -9.7879 0.6922 1.6094
H -7.3598 0.8855 2.0956
H -5.8933 -1.1013 1.9093
H -5.3134 -5.9638 0.9582
H -6.3049 -8.1840 0.4891
H -8.7583 -8.4123 0.1758
H -10.2182 -6.4153 0.2984
C 4.9887 0.1221 2.6750
C 6.1510 -0.7860 1.8860
C 7.5424 0.0318 1.6178
C 7.5683 0.9764 0.2835
C 6.5498 0.5392 -0.9186
C 5.0235 1.1209 -0.8005
C 4.9007 2.6649 -0.2646
C 3.5164 3.4390 -0.6783
C 2.1335 2.6535 -0.2489
C 0.9621 3.7628 0.1900
P -0.0070 3.1410 1.7561
Cl 1.2946 4.2801 3.0175
O -1.0957 2.3350 0.6544
C -1.5484 1.0390 1.1848
C -3.1401 0.8333 0.7168
C -3.2546 -0.2353 -0.5546
H 5.4488 0.8180 3.5045
H 4.3012 -0.6645 3.2506
H 4.2803 0.6958 1.9417
H 5.7174 -1.3535 0.9465
H 6.4203 -1.6480 2.6675
H 7.8048 0.7463 2.5378
H 8.4496 -0.7217 1.5476
H 8.6708 0.8858 -0.1661
H 7.4722 2.0916 0.6431
H 6.4510 -0.6457 -1.0113
H 7.0430 0.8798 -1.9465
H 4.3300 0.3498 -0.2096
H 4.5823 1.1209 -1.9096
H 5.8161 3.3104 -0.6349
H 4.9367 2.6346 0.9140
H 3.5090 4.4686 -0.0762
H 3.4745 3.7437 -1.8251
H 1.6955 2.1208 -1.2203
H 2.2883 1.8388 0.5872
H 0.2124 3.9301 -0.7234
H 1.4279 4.7951 0.4847
H -1.1196 3.8949 2.3098
H 0.4600 1.8904 2.3420
H -1.5620 0.9804 2.3605
H -0.8407 0.2102 0.7095
H -3.5025 1.9184 0.4041
H -3.7782 0.4625 1.6486
H -4.2458 0.0358 -1.1528
H -3.3252 -1.3207 -0.0981
H -2.3081 -0.1926 -1.2508
*
```

Below is 11 unconnected molecules or ions with the total composition C55H55N11 at a distorted geometry, with properties calculated with ωB97M-V/def2-TZVPD.

Summary:
relative energy (zero: lowest compared OMol25 entry of this formula, charge and spin)	103.5	kcal/mol
calculated total energy	-74311.40418	eV
HOMO level	-9.40	eV

The geometry in ORCA input format:
```
! RIJCOSX wB97M-V def2-TZVPD def2/J DEFGRID3
* xyz 0 1
C 2.4195 -0.2896 -1.8791
C 3.3538 0.2214 -1.0221
C 4.7368 0.1031 -1.3266
N 5.1021 -0.6181 -2.4787
C 4.1158 -1.2095 -3.2410
C 2.8146 -1.0463 -2.9965
H 1.3720 -0.2787 -1.6163
H 3.1733 0.7537 -0.0999
H 5.5128 0.5251 -0.7051
H 4.5875 -1.7525 -4.0467
H 2.0622 -1.4029 -3.6843
C 3.4559 6.6971 8.2442
C 3.0785 5.8207 9.2470
C 3.9844 4.8904 9.7236
N 5.1793 4.7012 9.1260
C 5.6004 5.5061 8.1917
C 4.8057 6.5915 7.7968
H 2.8386 7.4725 7.8151
H 2.0327 5.7611 9.5101
H 3.5642 4.1000 10.3279
H 6.4777 5.1736 7.6568
H 5.1131 7.1444 6.9215
C 2.7584 5.4035 2.7362
C 1.9811 6.2588 1.9487
C 2.5374 6.8867 0.8121
N 3.8500 6.8701 0.5377
C 4.6189 6.0609 1.3043
C 4.1160 5.2962 2.3704
H 2.2751 4.8862 3.5518
H 0.9338 6.3469 2.1972
H 1.9443 7.6299 0.3001
H 5.6567 5.9668 1.0207
H 4.8409 4.6383 2.8263
C 17.5118 4.9672 -5.3424
C 16.3951 5.7070 -4.8334
C 16.7197 6.9367 -4.2727
N 17.9844 7.4434 -4.1475
C 18.9293 6.6856 -4.6233
C 18.7699 5.4556 -5.1623
H 17.4273 4.0336 -5.8788
H 15.3715 5.3649 -4.8724
H 15.8997 7.4523 -3.7951
H 19.9346 7.0796 -4.5997
H 19.6121 4.8819 -5.5199
C 18.5378 11.1805 0.9016
C 18.4242 12.5662 1.0278
C 17.4936 12.9949 1.9844
N 16.6649 12.1460 2.7354
C 16.8886 10.8532 2.6108
C 17.8601 10.3341 1.6945
H 19.3254 10.7647 0.2906
H 19.0997 13.2526 0.5391
H 17.3276 14.0355 2.2208
H 16.3174 10.1668 3.2182
H 18.0184 9.2690 1.6122
C 8.9685 11.0931 -2.0194
C 8.1686 12.2173 -1.7532
C 8.1064 13.2655 -2.6294
N 8.8353 13.3404 -3.7443
C 9.5471 12.1969 -4.0778
C 9.6132 11.1021 -3.2018
H 9.0869 10.2574 -1.3455
H 7.4521 12.2159 -0.9451
H 7.5384 14.1533 -2.3932
H 10.0934 12.3203 -5.0013
H 10.1012 10.2025 -3.5470
C 4.4407 -2.0895 6.4336
C 4.5458 -2.7345 5.1998
C 5.4247 -2.1264 4.2671
N 6.3048 -1.2131 4.5545
C 6.2960 -0.6761 5.7232
C 5.2900 -0.9920 6.6694
H 3.6420 -2.3899 7.0956
H 3.8350 -3.4779 4.8704
H 5.4739 -2.4051 3.2249
H 7.0664 0.0499 5.9370
H 5.2645 -0.4477 7.6018
C 14.0515 0.4873 7.8236
C 14.2629 1.7952 7.4536
C 15.6199 2.3309 7.5131
N 16.6537 1.6384 8.0408
C 16.3533 0.3780 8.4776
C 15.0923 -0.2370 8.3176
H 13.1373 -0.0556 7.6340
H 13.4757 2.4981 7.2239
H 15.7745 3.3925 7.3883
H 17.1123 -0.1665 9.0199
H 14.9100 -1.2020 8.7672
C 11.5267 -1.6612 -4.1777
C 12.7704 -1.2513 -3.7281
C 13.9141 -1.4629 -4.5628
N 13.7734 -1.8396 -5.8604
C 12.5535 -2.2031 -6.3484
C 11.4683 -2.0829 -5.4959
H 10.6049 -1.5037 -3.6375
H 12.9410 -0.8575 -2.7370
H 14.9041 -1.1517 -4.2636
H 12.5168 -2.6622 -7.3253
H 10.5691 -2.2892 -6.0575
C 11.9825 6.2819 0.7689
C 11.9484 7.0813 1.8866
C 11.2685 6.6602 3.0182
N 10.7755 5.3562 3.1357
C 10.9011 4.5211 2.0317
C 11.5273 4.9493 0.8065
H 12.4613 6.5494 -0.1614
H 12.3739 8.0650 1.7536
H 11.2456 7.2835 3.8998
H 10.5863 3.4920 2.1225
H 11.8051 4.2823 0.0037
C 8.1587 15.3687 3.2771
C 7.3231 14.4420 3.8326
C 7.8188 13.1773 4.2684
N 9.0960 12.8484 4.2029
C 9.9557 13.7237 3.5562
C 9.5399 14.9660 3.1074
H 7.7551 16.2972 2.9012
H 6.2927 14.7159 4.0046
H 7.1978 12.5055 4.8421
H 11.0023 13.4924 3.4241
H 10.2076 15.6788 2.6464
*
```

Below is 6 unconnected molecules or ions with the total composition C55H58BrN2O2P, with properties calculated with ωB97M-V/def2-TZVPD.

Summary:
calculated total energy	-144382.04704	eV
HOMO level	-8.17	eV

The geometry in ORCA input format:
```
! RIJCOSX wB97M-V def2-TZVPD def2/J DEFGRID3
* xyz 0 1
C -0.4306 -4.7887 4.2861
C -0.2639 -3.5214 3.4643
C -1.5824 -3.0898 2.7984
C -1.3874 -2.2310 1.5738
C -1.8204 -0.8546 1.6282
C -2.5105 -0.2823 2.8352
C -1.5959 -0.0570 0.5486
Br -2.1705 1.7385 0.4858
C -0.9010 -0.5185 -0.5784
N -0.6079 0.3487 -1.5735
C 0.0692 -0.0610 -2.5928
C 0.4162 0.9482 -3.6526
C 0.4601 2.3720 -3.1435
O 1.5276 2.9492 -3.1107
C -0.7823 3.0538 -2.6956
C -0.7151 3.8623 -1.5712
C -1.8346 4.5501 -1.1408
C -3.0278 4.4302 -1.8356
C -3.0985 3.6169 -2.9529
C -1.9810 2.9248 -3.3819
C 0.4803 -1.4314 -2.6880
C 1.2398 -1.9410 -3.8903
C 0.6311 -3.2043 -4.4458
O 0.3296 -3.3163 -5.6082
N 0.2077 -2.2773 -1.7349
C -0.4932 -1.8627 -0.6377
C -0.7759 -2.7509 0.4466
P -0.2730 -4.5296 0.4630
C -1.8461 -5.3914 0.8963
C -0.1247 -5.1411 -1.2626
C -0.0725 -6.6681 -1.3053
H -0.2972 -5.7022 3.7102
H -1.4184 -4.7894 4.7454
H 0.2803 -4.8122 5.1097
H -0.0159 -2.7276 4.1731
H 0.5691 -3.5703 2.7700
H -2.1131 -2.5356 3.5534
H -2.2313 -3.9345 2.5886
H -2.1022 -0.6524 3.7663
H -2.4307 0.7965 2.8625
H -3.5663 -0.5543 2.8260
H -0.2983 0.8534 -4.4731
H 1.4097 0.7559 -4.0408
H 0.2217 3.9497 -1.0427
H -1.7554 5.1777 -0.2665
H -3.9001 4.9702 -1.4983
H -4.0254 3.5172 -3.4978
H -2.0410 2.2921 -4.2554
H 1.2217 -1.2379 -4.7128
H 2.2720 -2.1472 -3.6040
H 0.4623 -4.0237 -3.7385
H -2.7112 -4.8724 0.4877
H -1.9442 -5.4929 1.9713
H -1.7968 -6.3906 0.4811
H 0.8100 -4.7378 -1.6322
H -0.9079 -4.7635 -1.9164
H 0.4783 -7.0868 -0.4660
H -1.0719 -7.0938 -1.3161
H 0.4008 -6.9837 -2.2320
C 3.0047 -3.3604 5.8231
C 3.4144 -4.0615 6.9481
C 3.9712 -3.3796 8.0222
C 4.1124 -1.9988 7.9720
C 3.7025 -1.3008 6.8443
C 3.1522 -1.9825 5.7696
H 2.5608 -3.8799 4.9831
H 3.2999 -5.1370 6.9888
H 4.2910 -3.9241 8.9011
H 4.5398 -1.4673 8.8123
H 3.8145 -0.2247 6.8004
H 2.8334 -1.4399 4.8882
C -5.6320 3.0648 1.0566
C -6.7346 3.0633 1.8998
C -7.9963 3.3442 1.3938
C -8.1553 3.6279 0.0445
C -7.0524 3.6305 -0.7984
C -5.7910 3.3480 -0.2927
H -4.6488 2.8402 1.4466
H -6.6105 2.8439 2.9525
H -8.8562 3.3423 2.0512
H -9.1394 3.8451 -0.3506
H -7.1768 3.8514 -1.8509
H -4.9292 3.3428 -0.9491
C 1.4075 2.5815 4.3104
C 1.8236 1.8903 5.4402
C 2.3672 2.5791 6.5153
C 2.4976 3.9597 6.4603
C 2.0864 4.6505 5.3288
C 1.5408 3.9618 4.2542
H 0.9792 2.0447 3.4731
H 1.7231 0.8127 5.4822
H 2.6884 2.0400 7.3977
H 2.9198 4.4975 7.2992
H 2.1914 5.7266 5.2841
H 1.2197 4.5008 3.3722
C 1.9782 6.7494 -2.4261
C 0.6933 7.2516 -2.5789
C 0.3853 8.5293 -2.1330
C 1.3654 9.3088 -1.5340
C 2.6504 8.8075 -1.3779
C 2.9564 7.5286 -1.8234
H 2.2117 5.7507 -2.7741
H -0.0700 6.6389 -3.0424
H -0.6183 8.9174 -2.2517
H 1.1279 10.3067 -1.1881
H 3.4139 9.4139 -0.9077
H 3.9584 7.1382 -1.7007
C 4.7673 -5.6777 -7.6990
C 4.9026 -5.4195 -9.0557
C 3.9668 -4.6282 -9.7074
C 2.8957 -4.0965 -9.0029
C 2.7553 -4.3560 -7.6462
C 3.6938 -5.1468 -6.9968
H 5.4981 -6.2926 -7.1896
H 5.7370 -5.8356 -9.6054
H 4.0729 -4.4261 -10.7655
H 2.1669 -3.4784 -9.5114
H 1.9196 -3.9446 -7.0945
H 3.5873 -5.3528 -5.9386
*
```